{
  "formula": "C5H10O2",
  "method": "the ωB97M-V functional and the def2-TZVPD basis",
  "e_tot_ha": -346.8802,
  "multiplicity": 1,
  "e_lumo_ev": 0.996,
  "e_above_lowest_kcal_mol": 91.1,
  "fmax_ev_per_a": 0.45,
  "homo_energy_ev": -9.75,
  "charge": 0,
  "orbital_gap_ha": 0.395,
  "elements": ["C", "O", "C", "C", "C", "C", "O", "H", "H", "H", "H", "H", "H", "H", "H", "H", "H"],
  "coordinates": [[-0.4118, -1.4234, -2.0923], [-1.4956, -0.6863, -1.5883], [0.0291, 0.8128, 0.0516], [0.0475, 2.0264, 0.8824], [1.0350, 0.8989, 1.1467], [0.3090, -0.2802, 1.7644], [-0.7397, -0.1763, 0.7730], [0.2422, -1.8299, -1.3045], [0.2130, -0.7938, -2.7431], [-0.7911, -2.2569, -2.6883], [0.1478, 0.7723, -1.0235], [0.4600, 2.9188, 0.4227], [-0.8235, 2.1657, 1.5189], [2.1077, 0.9974, 1.0443], [0.8281, -1.2394, 1.6400], [-0.0608, -0.1810, 2.7915], [-1.4862, -0.8012, -0.6228]],
  "forces_ev_per_a": [[0.22, -0.25, -0.30], [-0.36, -0.26, -0.06], [0.05, 0.17, -0.20], [0.04, 0.23, 0.15], [0.36, 0.04, 0.20], [0.14, -0.01, 0.27], [0.01, -0.13, -0.16], [-0.21, 0.11, -0.09], [-0.13, -0.08, 0.07], [0.17, -0.08, -0.04], [-0.21, -0.11, 0.29], [0.02, -0.12, 0.12], [0.28, 0.09, 0.08], [-0.14, 0.11, 0.12], [0.01, 0.25, 0.08], [-0.05, -0.01, -0.19], [-0.21, 0.04, -0.33]]
}